# 1
C22H11BrN5O8Ru | ωB97M-V/def2-TZVPD

Each line ends with the Mulliken spin population.
Element x y z (Å)
Ru (-0.67, -0.74, 2.60)  2.5698
Br (2.27, 2.15, -5.40)  0.0139
C (2.36, 0.41, -4.72)  0.0773
C (1.23, -0.14, -4.10)  -0.0331
C (1.30, -1.42, -3.59)  0.0526
C (2.50, -2.13, -3.69)  0.0456
C (3.61, -1.60, -4.35)  0.0668
C (3.54, -0.32, -4.85)  -0.0347
N (2.64, -3.43, -3.20)  0.2216
N (1.88, -4.00, -2.43)  0.2087
C (1.21, -3.60, -1.33)  0.1569
C (0.09, -4.39, -0.98)  0.0234
C (-0.77, -4.06, 0.03)  0.0362
C (-0.51, -2.90, 0.79)  0.0408
O (-1.27, -2.48, 1.72)  0.0668
C (0.71, -2.16, 0.52)  0.0444
N (0.93, -1.11, 1.36)  -0.0599
C (2.02, -0.38, 1.23)  0.0474
C (2.99, -0.68, 0.27)  -0.0120
C (2.78, -1.73, -0.60)  0.0349
C (1.59, -2.49, -0.51)  0.0132
H (0.32, 0.43, -4.04)  -0.0004
H (0.43, -1.86, -3.13)  0.0029
H (4.50, -2.20, -4.45)  -0.0028
H (4.39, 0.12, -5.35)  -0.0002
H (-0.10, -5.27, -1.59)  -0.0119
H (-1.65, -4.64, 0.25)  -0.0009
H (2.13, 0.45, 1.92)  -0.0053
H (3.88, -0.09, 0.21)  -0.0003
H (3.53, -1.97, -1.34)  0.0112
O (-0.09, 0.68, 3.94)  0.0494
C (-1.37, 0.75, 4.05)  -0.0482
O (-2.00, -0.36, 4.12)  0.0512
C (-2.07, 1.95, 3.52)  -0.0112
C (-2.67, 2.98, 4.20)  -0.0107
C (-3.28, 3.97, 3.44)  0.0232
C (-3.29, 3.95, 2.06)  -0.0065
C (-2.68, 2.91, 1.40)  0.0514
C (-2.06, 1.86, 2.10)  0.0573
O (-1.52, 0.80, 1.53)  0.2588
N (-2.69, 2.94, -0.08)  0.0009
O (-3.52, 3.65, -0.60)  0.0028
O (-1.86, 2.27, -0.66)  0.0043
N (-3.93, 5.09, 4.14)  -0.0017
O (-4.45, 5.94, 3.46)  0.0040
O (-3.89, 5.08, 5.35)  0.0016
H (-2.69, 3.03, 5.28)  0.0009
H (-3.77, 4.74, 1.50)  -0.0003

## Properties
expectation value of S²	6.053
frontier orbital gap (alpha / beta)	6.28 / 5.73	eV
spin multiplicity	5
LUMO energy (alpha / beta)	-5.34 / -6.18	eV
net charge	+1
relative energy (zero: lowest compared OMol25 entry of this formula, charge and spin)	0.0	kJ/mol

# 2
C14H16O2 | ωB97M-V/def2-TZVPD

Each line ends with the Mulliken charge.
Element x y z (Å)
C (2.33, 2.91, 0.64)  -1.2560
C (-0.83, 1.40, -0.65)  -0.3350
C (0.48, 1.83, -0.53)  -0.5106
C (-1.71, 1.82, 0.42)  0.6425
C (0.86, 2.64, 0.67)  0.7209
C (-1.34, 2.39, 1.59)  -0.7400
C (-0.08, 3.02, 1.55)  -0.5214
O (-2.95, 1.40, 0.16)  -0.5331
H (-1.11, 0.66, -1.41)  0.3939
H (1.05, 1.70, -1.47)  0.2839
H (-3.54, 1.25, 1.03)  0.3556
H (-1.93, 2.40, 2.47)  0.3629
H (2.52, 3.47, -0.39)  0.2757
H (2.97, 2.05, 0.66)  0.2752
H (0.08, 3.90, 2.28)  0.2413
H (2.57, 3.64, 1.46)  0.3302
C (-1.91, -1.98, 1.13)  -1.4112
C (0.61, -1.83, 0.41)  -0.1256
C (-0.74, -2.08, 0.12)  0.4663
C (1.67, -2.08, -0.44)  -0.3309
C (-0.92, -2.49, -1.18)  -0.1138
C (1.43, -2.72, -1.72)  0.2255
C (0.09, -2.78, -2.15)  -0.8300
O (2.52, -3.29, -2.34)  -0.5570
H (0.79, -1.27, 1.30)  0.3267
H (2.81, -1.86, -0.23)  0.2209
H (-1.55, -1.71, 2.11)  0.3825
H (-2.50, -2.85, 1.33)  0.4293
H (-1.91, -2.64, -1.64)  0.2707
H (-0.08, -3.03, -3.13)  0.5556
H (3.08, -2.59, -2.86)  0.3552
H (-2.78, -1.28, 0.81)  0.1497

## Properties
frontier orbital gap	8.62	eV
SMILES	Cc1ccc(O)cc1.Cc1ccc(O)cc1
LUMO energy	0.61	eV
relative energy (zero: lowest compared OMol25 entry of this formula, charge and spin)	303.4	kJ/mol

# 3
C8H10N3 | ωB97M-V/def2-TZVPD

Each line ends with the Mulliken charge.
Element x y z (Å)
C (1.66, 0.57, -1.39)  -0.6520
C (2.80, 0.53, -0.62)  -0.3626
C (3.18, -0.35, 1.64)  0.0029
C (-2.02, -1.12, -0.04)  -0.0736
C (0.39, 0.04, -1.11)  0.0391
C (-0.26, 0.18, 0.32)  -0.1546
C (0.25, -1.16, -0.10)  -0.7350
C (-2.58, 1.15, 0.74)  -0.8256
N (2.92, -0.05, 0.55)  -0.0377
N (-1.68, 0.09, 0.36)  0.1403
N (-0.97, -1.85, -0.32)  0.0655
H (1.78, 1.04, -2.36)  0.3644
H (3.71, 0.96, -1.01)  0.3983
H (3.41, -1.01, 2.43)  0.4190
H (-3.04, -1.45, -0.09)  0.4230
H (-0.33, 0.08, -1.92)  0.4433
H (0.20, 0.90, 0.97)  0.3835
H (-2.65, 1.89, -0.05)  0.3352
H (-3.57, 0.74, 0.93)  0.3171
H (-2.22, 1.64, 1.65)  0.3031
H (-0.99, -2.82, -0.59)  0.2064

## Properties
frontier orbital gap (alpha / beta)	6.69 / 6.70	eV
LUMO energy (alpha / beta)	-4.02 / -4.01	eV
net charge	+1
relative energy (zero: lowest compared OMol25 entry of this formula, charge and spin)	371.7	kJ/mol

# 4
C3H8NO | ωB97M-V/def2-TZVPD

Each line ends with the Mulliken charge.
Element x y z (Å)
C (0.73, 0.63, 0.23)  -0.5542
N (0.33, -0.68, 0.65)  -0.2841
C (-1.14, -0.95, 0.91)  -0.3052
O (-1.58, -2.03, 0.25)  -0.9095
C (0.51, 0.87, -1.29)  -0.9335
H (1.79, 0.83, 0.49)  0.2676
H (0.22, 1.37, 0.86)  0.2995
H (0.82, -1.46, 0.23)  0.2129
H (-1.19, -1.18, 2.00)  0.1867
H (-1.77, -0.04, 0.71)  0.1599
H (0.92, -0.02, -1.76)  0.2417
H (-0.55, 0.87, -1.55)  0.2412
H (0.91, 1.79, -1.73)  0.3770

## Properties
frontier orbital gap	6.28	eV
SMILES	CCNC[O-]
LUMO energy	4.30	eV
net charge	-1
relative energy (zero: lowest compared OMol25 entry of this formula, charge and spin)	63.6	kJ/mol

Values of molecular weight, in order: 654.33, 216.28, 148.19, 74.10, all in g/mol.